Record 1
Computed, not measured: 2 unconnected molecules or ions with the total composition C5H14N in a non-equilibrium geometry, with ωB97M-V/def2-TZVPD.

Output
- E_HOMO: -13.49 eV
- Energy above the lowest of the compared OMol25 structures with the same formula, charge and spin: 123.0 kJ/mol
- Charge: +1
- HOMO-LUMO gap: 10.0 eV
- E_LUMO: -3.47 eV
- Energy: -6894.5874 eV

Atoms and positions in Å:
C: -0.534 0.249 2.170
N: 0.336 1.164 1.396
H: -0.996 0.707 3.034
H: -1.322 -0.120 1.522
H: 0.136 -0.589 2.542
H: 1.043 1.550 2.019
H: -0.250 1.938 1.068
H: 0.786 0.793 0.527
C: -0.904 0.327 -1.906
C: 0.221 -0.381 -1.170
C: 1.519 0.096 -1.212
C: -0.082 -1.712 -0.421
H: -1.597 -0.405 -2.378
H: -0.498 1.100 -2.550
H: -1.584 0.946 -1.234
H: 2.411 -0.455 -0.880
H: 1.745 0.982 -1.785
H: 0.515 -1.777 0.572
H: 0.239 -2.603 -1.088
H: -1.184 -1.809 -0.227

Atomic partial charges in e from the Löwdin method, atoms 1 to 5: -0.04, 0.13, 0.10, 0.09, 0.12

***

Record 2
Computed, not measured: a gas-phase ion, C5H14N2 (charge -1) in a non-equilibrium geometry, with ωB97M-V/def2-TZVPD.

Output
- E_HOMO (alpha / beta): 1.46 / -5.35 eV
- Energy above the lowest of the compared OMol25 structures with the same formula, charge and spin: 76.6 kJ/mol
- Charge: -1
- Spin multiplicity: 2
- HOMO-LUMO gap (alpha / beta): 2.6 / 9.5 eV
- E_LUMO (alpha / beta): 4.08 / 4.14 eV
- Energy: -8390.1919 eV

Atoms and positions in Å:
C: 0.060 2.447 1.053
N: 0.273 1.010 1.166
C: -0.226 0.235 0.036
C: -0.043 -1.262 0.316
C: 0.582 -2.018 -0.854
N: 1.960 -1.570 -1.267
C: -1.679 0.514 -0.377
H: -0.959 2.714 0.761
H: 0.746 2.806 0.279
H: 0.343 2.967 1.967
H: -0.191 0.697 2.014
H: 0.366 0.505 -0.821
H: -1.023 -1.756 0.295
H: 0.446 -1.363 1.283
H: 0.049 -1.796 -1.779
H: 0.650 -3.076 -0.637
H: 2.077 -0.576 -1.103
H: 2.642 -2.018 -0.663
H: -1.780 1.479 -0.862
H: -1.894 -0.193 -1.194
H: -2.398 0.255 0.389

Atomic partial charges in e from the Löwdin method, atoms 1 to 5: -0.28, -0.11, -0.46, -0.26, -0.31